{
  "formula": "C22H68FNO13P2",
  "method": "ωB97M-V/def2-TZVPD",
  "homo_ev": -8.2696,
  "gap_ev": 8.589,
  "total_energy_ev": -73318.51267,
  "spin_multiplicity": 1,
  "max_force_ev_per_a": 0.79,
  "relative_energy_kcal_mol": 0.0,
  "smiles": "CCO[PH](O)(CCF)P(=N)(O)O.CCO.CCO.CCO.CCO.CCO.CCO.CCO.CCO.CCO",
  "symbols": ["C", "C", "O", "P", "O", "C", "C", "F", "P", "N", "O", "O", "H", "H", "H", "H", "H", "H", "H", "H", "H", "H", "H", "H", "H", "H", "C", "C", "O", "H", "H", "H", "H", "H", "H", "C", "C", "O", "H", "H", "H", "H", "H", "H", "C", "C", "O", "H", "H", "H", "H", "H", "H", "C", "C", "O", "H", "H", "H", "H", "H", "H", "C", "C", "O", "H", "H", "H", "H", "H", "H", "C", "C", "O", "H", "H", "H", "H", "H", "H", "C", "C", "O", "H", "H", "H", "H", "H", "H", "C", "C", "O", "H", "H", "H", "H", "H", "H", "C", "C", "O", "H", "H", "H", "H", "H", "H"],
  "positions_angstrom": [[2.851, 0.359, 1.069], [2.273, 1.302, 0.022], [1.600, 0.656, -1.046], [0.099, -0.053, -0.789], [-0.605, 0.944, -1.832], [0.648, -1.697, -1.345], [0.774, -2.710, -0.211], [2.115, -2.876, 0.128], [-2.039, -0.892, -0.235], [-3.172, 0.032, -0.755], [-2.211, -2.454, -0.668], [-2.059, -1.095, 1.390], [3.814, -0.047, 0.758], [3.002, 0.911, 1.998], [2.154, -0.440, 1.321], [1.635, 2.058, 0.496], [3.100, 1.841, -0.444], [0.151, 0.400, 0.544], [-1.198, 0.516, -2.466], [1.636, -1.568, -1.783], [-0.015, -2.073, -2.125], [0.405, -3.689, -0.521], [0.258, -2.410, 0.705], [-3.904, -0.410, -1.299], [-2.227, -3.037, 0.105], [-1.741, -0.310, 1.873], [-1.048, 3.676, 1.245], [-1.695, 2.410, 1.758], [-0.765, 1.548, 2.428], [-0.212, 3.418, 0.589], [-1.761, 4.278, 0.680], [-0.657, 4.291, 2.058], [-2.084, 1.819, 0.928], [-2.543, 2.635, 2.412], [-0.408, 2.003, 3.198], [-1.049, 8.548, 3.008], [-0.124, 7.362, 3.201], [0.217, 6.735, 1.971], [-1.962, 8.239, 2.498], [-1.317, 8.992, 3.968], [-0.567, 9.318, 2.402], [-0.611, 6.591, 3.799], [0.784, 7.671, 3.731], [0.662, 7.375, 1.403], [-0.436, -5.661, -3.356], [0.965, -5.810, -3.915], [1.759, -4.644, -3.702], [-0.946, -4.813, -3.816], [-1.033, -6.556, -3.526], [-0.403, -5.489, -2.277], [0.937, -5.954, -4.995], [1.462, -6.681, -3.475], [1.823, -4.506, -2.751], [-5.204, -6.017, -0.188], [-4.001, -6.733, -0.768], [-3.323, -5.957, -1.751], [-5.909, -5.756, -0.978], [-5.715, -6.639, 0.548], [-4.899, -5.087, 0.300], [-4.298, -7.650, -1.276], [-3.307, -7.008, 0.035], [-3.042, -5.130, -1.346], [-6.746, -1.229, 2.446], [-6.097, -2.287, 1.573], [-5.276, -1.737, 0.557], [-7.340, -0.549, 1.835], [-7.394, -1.683, 3.197], [-5.986, -0.640, 2.963], [-6.853, -2.873, 1.049], [-5.513, -2.975, 2.197], [-4.580, -1.198, 0.956], [-0.260, -1.988, -5.863], [0.310, -2.807, -7.005], [1.717, -2.656, -7.128], [-0.037, -0.929, -5.994], [-1.342, -2.112, -5.788], [0.193, -2.313, -4.922], [-0.109, -2.487, -7.959], [0.057, -3.865, -6.869], [2.119, -2.955, -6.304], [4.703, 3.807, 1.657], [5.718, 2.690, 1.813], [6.098, 2.140, 0.554], [3.829, 3.440, 1.118], [4.381, 4.194, 2.625], [5.116, 4.639, 1.083], [5.292, 1.859, 2.375], [6.604, 3.040, 2.352], [6.493, 2.841, 0.026], [5.363, -1.715, 5.318], [3.891, -1.499, 5.022], [3.679, -0.743, 3.834], [5.877, -0.758, 5.406], [5.495, -2.270, 6.248], [5.840, -2.283, 4.516], [3.420, -0.924, 5.818], [3.371, -2.461, 4.955], [4.069, -1.228, 3.099], [0.149, 5.160, -2.345], [1.471, 5.484, -1.678], [1.308, 6.205, -0.462], [-0.409, 6.075, -2.547], [0.308, 4.631, -3.286], [-0.464, 4.523, -1.703], [2.079, 6.123, -2.319], [2.036, 4.563, -1.496], [0.785, 5.670, 0.147]],
  "forces_ev_per_a": [[-0.20, 0.31, 0.23], [0.39, 0.15, -0.10], [-0.05, -0.24, 0.06], [0.33, 0.65, 0.11], [0.44, -0.18, -0.63], [0.31, -0.09, -0.16], [-0.07, -0.10, 0.06], [0.08, 0.04, 0.00], [-0.29, 0.48, -0.21], [0.25, -0.28, -0.43], [0.16, -0.41, 0.26], [0.23, -0.04, 0.20], [-0.11, -0.16, -0.10], [0.12, 0.00, -0.02], [0.09, -0.11, -0.07], [-0.15, -0.14, 0.00], [-0.06, 0.11, -0.01], [-0.19, -0.26, 0.11], [-0.43, 0.18, 0.51], [0.01, -0.04, -0.05], [-0.18, 0.05, 0.11], [-0.05, 0.03, 0.02], [-0.06, -0.02, -0.05], [-0.24, 0.13, 0.30], [-0.09, 0.16, -0.08], [0.02, -0.12, -0.02], [0.19, -0.04, 0.07], [-0.13, -0.01, -0.12], [-0.12, -0.13, -0.01], [-0.04, 0.03, -0.05], [-0.02, -0.01, 0.01], [-0.03, 0.02, 0.00], [-0.08, 0.04, -0.08], [0.04, 0.01, 0.04], [0.00, -0.03, 0.00], [-0.02, -0.03, -0.06], [0.02, 0.04, -0.02], [-0.04, 0.07, 0.09], [-0.01, 0.00, 0.01], [0.01, 0.00, 0.01], [0.01, 0.01, 0.02], [0.01, 0.00, 0.02], [-0.01, -0.03, 0.03], [0.02, -0.05, -0.04], [0.05, 0.09, -0.02], [-0.04, -0.01, 0.05], [-0.06, 0.08, -0.02], [-0.01, -0.01, -0.01], [-0.01, -0.01, 0.01], [-0.01, -0.04, 0.01], [0.02, 0.00, -0.01], [-0.01, -0.03, -0.04], [0.08, 0.04, -0.03], [-0.02, 0.11, -0.10], [0.10, 0.07, 0.06], [0.02, -0.04, 0.04], [-0.01, -0.02, 0.00], [0.02, -0.01, 0.01], [-0.02, -0.01, 0.03], [-0.01, -0.01, 0.01], [-0.01, -0.07, -0.01], [-0.09, 0.06, -0.08], [0.01, 0.07, -0.09], [0.15, -0.02, 0.06], [-0.08, -0.09, 0.03], [-0.01, 0.00, 0.01], [0.00, -0.02, 0.00], [0.00, -0.01, 0.02], [-0.02, -0.02, 0.04], [-0.06, -0.05, 0.01], [-0.04, 0.09, -0.09], [0.08, 0.04, 0.12], [0.04, -0.06, 0.03], [0.00, 0.01, 0.05], [0.00, -0.01, -0.05], [0.00, -0.03, 0.00], [-0.06, -0.02, 0.02], [0.01, 0.00, -0.01], [-0.05, 0.01, -0.03], [0.00, -0.01, -0.01], [-0.02, -0.03, -0.07], [0.01, 0.04, -0.08], [-0.03, -0.02, 0.02], [-0.04, 0.03, 0.05], [0.01, -0.02, 0.02], [0.03, 0.01, 0.03], [0.01, 0.01, 0.03], [-0.02, 0.00, 0.04], [-0.01, -0.02, 0.00], [0.01, 0.06, -0.05], [0.00, -0.01, -0.02], [0.06, -0.06, 0.08], [0.00, 0.00, 0.01], [-0.01, -0.01, 0.00], [0.00, -0.02, 0.01], [0.00, -0.01, 0.01], [-0.01, 0.00, 0.02], [-0.04, 0.04, -0.03], [-0.04, 0.06, 0.05], [0.00, -0.04, 0.03], [-0.01, -0.06, -0.05], [0.00, 0.00, -0.01], [0.01, -0.01, 0.00], [0.02, -0.02, -0.03], [0.01, -0.01, -0.01], [0.02, 0.00, -0.02], [0.01, 0.03, 0.01]]
}

=====

{
  "formula": "C20H33BN4O7S",
  "method": "ωB97M-V/def2-TZVPD",
  "homo_ev": -7.9145,
  "gap_ev": 6.674,
  "total_energy_ev": -53065.46928,
  "spin_multiplicity": 1,
  "max_force_ev_per_a": 8.71,
  "smiles": "CCOC(=O)CCCc1cc(OCCNC[C@@H](C)O)c2nsnc2c1B(O)O.CN(C)C=O",
  "symbols": ["C", "C", "O", "C", "O", "C", "C", "C", "C", "C", "C", "O", "C", "C", "N", "C", "C", "C", "O", "C", "N", "S", "N", "C", "C", "B", "O", "O", "H", "H", "H", "H", "H", "H", "H", "H", "H", "H", "H", "H", "H", "H", "H", "H", "H", "H", "H", "H", "H", "H", "H", "H", "H", "H", "C", "O", "N", "C", "C", "H", "H", "H", "H", "H", "H", "H"],
  "positions_angstrom": [[-4.779, 2.659, -4.015], [-6.152, 2.992, -3.153], [-6.802, 1.798, -2.590], [-5.855, 1.063, -1.689], [-5.089, 1.863, -0.904], [-5.716, -0.598, -1.683], [-4.246, -1.126, -1.179], [-4.310, -2.586, -0.367], [-3.127, -2.468, 0.801], [-1.614, -2.070, 0.209], [-0.298, -1.860, 1.220], [0.953, -1.466, 0.560], [2.136, -2.111, 1.145], [3.032, -0.875, 1.826], [2.448, 0.497, 1.575], [2.902, 1.087, 0.244], [1.676, 1.348, -0.825], [1.721, 2.803, -1.579], [1.641, 0.288, -1.863], [-0.548, -2.065, 2.826], [0.476, -1.888, 3.925], [-0.371, -2.228, 5.436], [-2.030, -2.609, 4.932], [-2.061, -2.469, 3.409], [-3.372, -2.671, 2.410], [-4.857, -3.019, 3.028], [-5.555, -4.255, 2.623], [-5.430, -2.001, 3.978], [-3.843, 2.566, -3.284], [-4.508, 3.544, -4.755], [-4.896, 1.628, -4.556], [-6.918, 3.460, -3.935], [-5.929, 3.846, -2.378], [-6.626, -1.099, -1.128], [-5.810, -0.918, -2.827], [-3.812, -0.351, -0.384], [-3.431, -1.160, -2.046], [-3.932, -3.438, -1.111], [-5.374, -2.803, 0.070], [-1.464, -1.908, -0.964], [2.809, -2.536, 0.267], [1.915, -2.983, 1.893], [4.149, -0.870, 1.464], [2.990, -1.052, 3.006], [2.859, 1.165, 2.295], [3.768, 0.427, -0.246], [3.409, 2.153, 0.418], [0.659, 1.252, -0.207], [0.656, 2.964, -2.093], [1.949, 3.666, -0.822], [2.496, 2.725, -2.471], [2.568, -0.090, -1.990], [-6.507, -3.963, 2.424], [-5.446, -1.139, 3.439], [6.563, 0.728, 0.558], [6.034, -0.278, 0.103], [7.675, 1.353, 0.035], [8.242, 2.544, 0.633], [8.297, 0.803, -1.151], [6.170, 1.229, 1.459], [8.222, 3.353, -0.102], [9.276, 2.336, 0.923], [7.676, 2.848, 1.518], [7.565, 0.788, -1.964], [8.613, -0.224, -0.943], [9.163, 1.401, -1.447]],
  "forces_ev_per_a": [[0.53, -0.01, 1.02], [0.57, 1.87, -1.66], [3.22, -1.78, 1.35], [3.15, 5.04, 3.35], [-4.59, -5.57, -4.87], [-0.15, 0.23, -1.84], [0.33, 0.79, 1.34], [1.79, 0.50, -0.11], [2.12, 0.02, 3.00], [1.12, -0.04, 3.83], [-3.36, -0.44, -1.82], [-2.97, -2.60, 2.73], [2.11, 0.86, -0.25], [0.20, -0.49, 1.50], [1.79, 0.74, -0.25], [0.56, 0.96, -0.97], [-0.24, -0.15, 0.54], [-0.48, -0.88, -0.48], [1.54, 0.48, 0.85], [0.02, 0.11, 1.75], [-5.57, -1.39, -1.77], [-1.90, -0.14, -4.66], [2.72, 1.30, -5.36], [1.45, 0.35, 0.94], [3.11, 0.72, -2.86], [-0.41, 0.23, 0.49], [-0.43, 3.98, 0.24], [0.49, -0.96, -3.79], [-2.13, 0.14, -1.49], [-0.87, -1.98, 1.44], [0.14, 2.10, 0.77], [1.35, -1.34, 1.85], [-0.48, -2.05, -1.22], [1.90, 1.23, -0.91], [-0.09, 0.77, 2.44], [-1.11, -1.53, -1.83], [-2.11, 0.02, 1.73], [-1.16, 1.71, 1.78], [2.22, 0.33, -0.77], [-0.22, -0.38, 3.01], [-1.75, 0.77, 1.59], [0.18, 1.90, -1.39], [-2.09, -0.54, 0.62], [0.19, 0.44, -2.58], [-0.83, -1.53, -1.04], [-1.94, 1.26, 0.90], [-1.09, -2.19, -0.18], [2.26, 0.15, -1.38], [2.36, -0.23, 1.22], [-0.39, -1.59, -1.57], [-1.40, 0.39, 2.03], [-1.83, 0.98, 0.46], [1.76, -0.90, 0.88], [0.37, -1.67, 1.46], [0.69, 0.07, -0.60], [0.60, 0.65, 0.07], [-1.27, -0.53, 0.77], [0.02, -0.13, -0.15], [-0.19, -0.28, -0.08], [0.08, 0.07, -0.03], [0.10, 0.09, 0.18], [-0.04, 0.22, 0.06], [0.05, -0.12, -0.16], [0.21, -0.09, -0.02], [0.02, 0.10, -0.21], [-0.20, -0.06, 0.15]]
}